# C33H25BrN7O4PbS

A molecular structure, C33H25BrN7O4PbS (the ωB97M-V functional and the def2-TZVPD basis, the Open Molecules 2025 dataset).

Total charge: +1
Multiplicity: 1
HOMO level: -10.063 eV
Frontier orbital gap: 6.886 eV
Calculated total energy: -139368.504 eV

Geometry (Å):
O: -2.461 -1.032 1.191
H: 0.701 -5.247 0.257
C: 0.988 -4.461 -1.717
H: -0.554 -0.171 4.545
C: 0.877 -3.320 -2.540
N: -1.477 4.850 5.573
H: 8.901 1.304 1.760
H: 0.756 -0.096 -4.641
C: 7.011 0.941 1.051
C: -2.817 2.339 1.671
H: 1.417 -5.367 -2.129
C: 1.937 -0.839 2.533
C: 0.094 -3.191 0.069
H: -2.353 -1.845 1.699
C: 0.452 -0.445 4.246
C: 4.931 0.551 -0.111
C: -0.894 4.297 2.165
H: 6.225 2.210 -0.501
H: 1.736 -2.144 -5.600
H: -3.544 1.566 1.459
C: -1.598 4.413 4.517
H: 7.544 -0.536 2.517
C: 0.592 -4.405 -0.414
N: 2.058 -0.833 1.167
N: 0.681 -0.526 2.935
H: -2.971 -1.288 0.413
C: 1.433 -0.702 5.175
O: -1.997 2.090 -0.534
H: -3.408 5.689 -2.926
H: -0.348 4.060 0.099
C: -2.956 4.707 -2.917
N: 8.124 1.720 1.278
H: 1.243 -0.649 6.236
N: -0.064 -2.114 -0.672
Br: -2.910 4.957 -5.748
C: -1.738 3.866 3.187
C: -2.158 2.796 -1.698
H: -1.262 0.466 -4.066
C: -2.702 2.893 2.938
N: -0.414 0.174 -2.245
C: -2.744 4.050 -1.715
H: -0.146 5.051 2.368
C: 0.204 -0.990 -2.799
C: -1.005 3.745 0.900
C: 1.323 -2.173 -4.601
H: -1.780 2.350 -5.023
H: -0.153 -3.093 1.123
H: 1.801 -4.225 -4.268
C: 2.680 -1.041 4.662
C: -2.604 4.090 -4.106
O: 3.502 -2.878 0.922
C: -1.779 2.168 -2.885
C: 1.366 -3.317 -3.867
H: 5.514 -1.900 2.157
C: 0.744 -1.008 -4.057
H: -3.354 2.568 3.737
C: -1.127 0.857 -3.054
C: -2.041 2.831 -4.088
O: 2.910 -1.413 -0.998
Pb: -0.017 0.052 0.481
C: -1.963 2.769 0.674
C: 5.674 -0.994 1.590
H: -3.043 4.517 -0.785
S: 3.296 -1.564 0.386
H: 3.507 -1.265 5.328
C: 6.804 -0.228 1.788
H: 8.374 2.398 0.580
C: 0.318 -2.150 -1.986
C: 6.058 1.319 0.094
H: 4.214 0.818 -0.877
N: 2.947 -1.105 3.365
C: 4.735 -0.607 0.643